Computed, not measured: a cluster of 11 separate species, C28H60N3O19 in total in a non-equilibrium geometry, with wB97M-V/def2-TZVPD.

```
110
C28H60N3O19, DFT wB97M-V/def2-TZVPD
C 1.65 -3.37 -3.71
C 2.88 -2.51 -3.44
C 3.71 -2.98 -2.26
O 3.03 -2.68 -1.05
C 3.80 -2.99 0.11
N 3.71 -2.49 -4.71
H 4.05 -3.42 -4.92
H 3.11 -2.11 -5.46
H 4.45 -1.79 -4.67
H 1.39 -3.80 -2.74
H 1.81 -4.19 -4.41
H 0.87 -2.67 -4.00
H 2.52 -1.49 -3.32
H 4.64 -2.42 -2.26
H 3.80 -4.07 -2.35
H 3.16 -2.66 0.93
H 4.75 -2.45 0.10
H 3.85 -4.08 0.16
C 0.93 6.68 2.73
C 1.20 5.45 3.56
C 1.90 4.37 2.74
O 2.33 3.25 3.50
C 1.30 2.36 3.88
N 2.08 5.81 4.74
H 3.05 5.88 4.43
H 1.81 6.63 5.30
H 2.04 5.08 5.47
H 0.33 6.35 1.88
H 1.88 7.12 2.41
H 0.42 7.49 3.26
H 0.28 5.04 3.97
H 2.62 4.83 2.07
H 1.18 3.88 2.06
H 1.68 1.50 4.43
H 0.78 1.88 3.04
H 0.52 2.90 4.42
C 1.57 0.70 0.44
C 0.13 0.44 -0.05
C -0.15 -1.03 -0.42
O -1.51 -1.41 -0.59
C -1.68 -2.78 -1.07
N -0.86 0.91 0.99
H -0.97 0.29 1.80
H -0.78 1.90 1.27
H -1.81 0.90 0.56
H 2.37 0.66 -0.30
H 1.82 0.07 1.29
H 1.71 1.75 0.71
H -0.12 1.10 -0.88
H 0.18 -1.68 0.40
H 0.51 -1.25 -1.26
H -1.52 -3.38 -0.17
H -0.94 -2.91 -1.86
H -2.72 -2.79 -1.38
C 2.79 4.07 -1.29
C 1.30 4.44 -1.27
O 0.73 3.98 -0.24
O 0.85 5.36 -1.98
H 3.26 4.28 -2.27
H 3.09 3.05 -1.04
H 3.39 4.77 -0.69
C -5.77 -3.44 -1.98
C -7.24 -3.88 -2.09
O -8.06 -3.07 -2.64
O -7.56 -4.95 -1.53
H -5.27 -3.40 -2.95
H -5.21 -4.11 -1.34
H -5.81 -2.41 -1.63
C -3.68 -1.98 2.15
C -4.77 -2.78 2.88
O -5.28 -3.76 2.28
O -5.11 -2.51 4.07
H -4.07 -1.32 1.38
H -2.83 -2.49 1.69
H -3.11 -1.31 2.80
C -2.62 2.78 4.03
C -2.53 3.50 2.67
O -1.43 4.08 2.32
O -3.51 3.51 1.93
H -2.67 1.72 3.77
H -3.57 3.09 4.46
H -1.69 2.95 4.57
C -0.20 -6.11 -1.81
C -1.62 -6.20 -1.25
O -1.75 -6.24 0.01
O -2.53 -6.20 -2.09
H 0.51 -6.63 -1.17
H 0.10 -5.06 -1.87
H -0.08 -6.44 -2.85
C -2.60 0.89 -2.98
C -2.68 2.16 -2.12
O -2.53 3.23 -2.78
O -2.88 2.10 -0.89
H -1.68 0.85 -3.58
H -3.38 0.84 -3.74
H -2.67 -0.05 -2.43
C 2.05 -1.56 3.60
C 0.75 -1.14 4.34
O -0.14 -0.60 3.61
O 0.60 -1.50 5.52
H 2.13 -2.64 3.77
H 2.94 -1.07 4.01
H 2.03 -1.20 2.58
C 1.69 1.14 -3.90
C 1.49 0.70 -5.32
O 1.35 -0.56 -5.51
O 1.56 1.50 -6.27
H 2.67 1.02 -3.41
H 1.10 0.57 -3.17
H 1.41 2.19 -3.72
```

Output
**Kohn-Sham gap**: 1.0 eV
**Calculated total energy**: -73364.8461 eV
**Lowest unoccupied orbital energy**: 5.78 eV
**Net charge**: -5
**Highest occupied orbital energy**: 4.8 eV
**ΔE to the lowest compared entry with this formula, charge and spin**: 115.7 kcal/mol

***

Computed, not measured: a cluster of 10 separate species, C28H60O18S6 in total in a non-equilibrium geometry, with wB97M-V/def2-TZVPD.

```
112
C28H60O18S6, DFT wB97M-V/def2-TZVPD
C 2.62 -4.31 -2.38
C 2.53 -5.64 -3.13
C 2.59 -5.50 -4.69
O 3.56 -6.52 -5.01
C 4.24 -6.93 -3.91
O 5.22 -7.61 -3.94
O 3.73 -6.39 -2.83
H 2.66 -4.56 -1.32
H 1.75 -3.67 -2.53
H 3.50 -3.72 -2.65
H 1.66 -6.22 -2.83
H 2.81 -4.48 -5.00
H 1.62 -5.74 -5.12
C 0.32 5.09 -0.44
C 1.43 4.67 -1.45
C 2.85 4.96 -0.97
O 3.59 3.80 -1.25
C 2.75 2.76 -1.47
O 3.17 1.65 -1.72
O 1.49 3.23 -1.50
H -0.69 4.90 -0.82
H 0.33 6.17 -0.26
H 0.34 4.52 0.48
H 1.19 5.06 -2.43
H 2.77 5.21 0.09
H 3.13 5.84 -1.54
C -3.76 0.64 5.53
C -2.40 0.86 4.90
C -2.44 0.89 3.39
O -1.56 2.00 3.15
C -1.31 2.70 4.27
O -0.73 3.78 4.26
O -1.79 2.09 5.30
H -3.80 0.46 6.61
H -4.24 -0.21 5.05
H -4.26 1.61 5.49
H -1.74 0.06 5.26
H -3.42 1.09 2.95
H -2.02 0.01 2.91
C -2.27 4.43 -5.84
C -1.34 3.29 -5.53
C -0.84 3.27 -4.10
O -0.76 1.86 -3.86
C -1.61 1.20 -4.66
O -1.85 0.03 -4.61
O -2.09 2.09 -5.57
H -3.12 4.47 -5.15
H -2.69 4.20 -6.82
H -1.80 5.41 -5.80
H -0.43 3.27 -6.12
H -1.40 3.83 -3.36
H 0.17 3.68 -4.16
C 0.39 -0.66 -1.45
S -0.96 -0.35 -0.26
O -0.41 -0.66 1.13
C -1.12 1.45 -0.50
H 0.12 -0.18 -2.40
H 0.52 -1.72 -1.65
H 1.32 -0.11 -1.26
H -0.20 1.90 -0.12
H -1.95 1.78 0.12
H -1.21 1.70 -1.55
C -4.35 2.96 -2.58
S -5.30 1.36 -2.35
O -4.72 0.78 -1.07
C -6.93 2.11 -1.97
H -3.32 2.70 -2.80
H -4.32 3.57 -1.68
H -4.77 3.52 -3.41
H -7.17 2.70 -2.85
H -6.79 2.82 -1.15
H -7.64 1.30 -1.82
C -2.66 -3.70 1.73
S -3.35 -3.04 3.27
O -3.89 -1.65 2.97
C -4.84 -4.13 3.43
H -3.42 -3.78 0.95
H -2.26 -4.71 1.83
H -1.87 -3.17 1.20
H -5.57 -3.59 4.04
H -4.64 -5.09 3.91
H -5.21 -4.22 2.40
C 3.22 -2.11 0.30
S 4.92 -2.18 0.95
O 4.83 -2.15 2.47
C 5.34 -3.91 0.35
H 3.24 -2.17 -0.79
H 2.77 -1.20 0.68
H 2.75 -2.97 0.79
H 5.04 -3.98 -0.69
H 4.73 -4.56 0.97
H 6.40 -4.10 0.52
C 5.05 2.63 2.37
S 3.82 1.35 1.90
O 3.71 0.38 3.07
C 2.33 2.39 2.07
H 5.05 3.50 1.72
H 6.03 2.15 2.36
H 4.78 3.02 3.35
H 2.06 2.90 1.13
H 2.56 3.19 2.77
H 1.37 1.96 2.35
C 0.38 -1.45 4.26
S 1.62 -2.49 3.44
O 2.82 -2.41 4.37
C 0.96 -4.16 3.66
H -0.67 -1.75 4.16
H 0.48 -0.43 3.90
H 0.67 -1.34 5.31
H 1.77 -4.88 3.50
H 0.06 -4.35 3.07
H 0.75 -4.37 4.72
```

Output
**Kohn-Sham gap**: 7.4 eV
**Calculated total energy**: -131869.1791 eV
**Lowest unoccupied orbital energy**: -0.16 eV
**Net charge**: 0
**Highest occupied orbital energy**: -7.6 eV
**ΔE to the lowest compared entry with this formula, charge and spin**: 57.8 kcal/mol

***

Computed, not measured: a cluster of 3 separate species, C28H61F3N3O6 in total in a non-equilibrium geometry, with wB97M-V/def2-TZVPD.

```
101
C28H61F3N3O6, DFT wB97M-V/def2-TZVPD
C -3.13 2.71 -5.54
C -1.91 1.81 -5.81
C -2.23 0.29 -5.76
C -1.54 -0.49 -4.62
C -0.40 -1.39 -5.10
C 0.18 -2.32 -4.02
C 0.77 -1.60 -2.79
C 0.16 -2.06 -1.46
C -1.30 -1.57 -1.29
N -1.65 -1.13 0.11
C -2.97 -0.39 0.09
C -4.15 -1.33 -0.16
C -4.99 -1.66 1.07
F -6.04 -0.88 1.15
F -4.32 -1.53 2.21
F -5.40 -2.92 0.99
C -0.60 -0.27 0.78
C 0.71 -0.33 0.02
O 1.67 0.14 0.88
C 2.95 0.39 0.28
C 3.86 1.02 1.32
O 0.94 -1.67 -0.34
H -4.04 2.27 -5.95
H -3.28 2.85 -4.46
H -3.00 3.70 -5.98
H -1.15 2.02 -5.04
H -1.46 2.07 -6.77
H -1.98 -0.17 -6.73
H -3.32 0.19 -5.62
H -2.28 -1.13 -4.12
H -1.18 0.23 -3.87
H -0.80 -2.01 -5.91
H 0.42 -0.77 -5.49
H 0.99 -2.88 -4.49
H -0.57 -3.07 -3.73
H 1.84 -1.84 -2.70
H 0.71 -0.52 -2.91
H 0.17 -3.16 -1.44
H -1.97 -2.40 -1.52
H -1.55 -0.75 -1.97
H -1.79 -1.99 0.66
H -3.07 0.11 1.06
H -2.87 0.37 -0.68
H -3.83 -2.25 -0.64
H -4.84 -0.85 -0.87
H -0.97 0.75 0.88
H -0.42 -0.68 1.78
H 0.66 0.30 -0.89
H 2.83 1.05 -0.59
H 3.38 -0.55 -0.08
H 4.02 0.29 2.12
H 3.39 1.92 1.73
H 4.81 1.25 0.83
C -2.93 -8.59 2.35
O -3.13 -7.52 3.26
C -2.14 -7.42 4.27
C -1.36 -6.13 4.11
N -0.54 -6.17 2.91
C 0.10 -4.92 2.56
C -0.80 -3.74 2.19
O -1.54 -3.92 0.97
C -2.80 -4.58 1.15
H -3.80 -8.63 1.70
H -2.04 -8.44 1.73
H -2.84 -9.55 2.87
H -1.48 -8.28 4.25
H -2.65 -7.40 5.24
H -0.71 -6.00 4.98
H -2.09 -5.31 4.10
H -1.10 -6.49 2.14
H 0.76 -5.10 1.71
H 0.73 -4.60 3.39
H -0.14 -2.88 2.03
H -1.49 -3.48 3.01
H -3.24 -4.29 2.11
H -2.71 -5.67 1.14
H -3.47 -4.29 0.35
C 2.35 9.23 0.78
O 3.51 8.60 0.27
C 4.68 8.80 1.04
C 5.15 7.50 1.65
N 4.22 7.03 2.67
C 4.49 5.69 3.18
C 4.37 4.53 2.20
O 3.06 4.28 1.74
C 2.66 5.03 0.61
H 1.56 9.10 0.04
H 2.03 8.79 1.73
H 2.51 10.30 0.93
H 4.50 9.55 1.82
H 5.47 9.18 0.38
H 6.13 7.65 2.12
H 5.28 6.78 0.83
H 3.28 7.06 2.29
H 3.79 5.51 4.00
H 5.49 5.68 3.61
H 4.67 3.62 2.74
H 5.06 4.63 1.35
H 3.51 5.25 -0.05
H 2.18 5.97 0.88
H 1.94 4.44 0.05
```

Output
**Kohn-Sham gap**: 8.0 eV
**Calculated total energy**: -54924.7370 eV
**Lowest unoccupied orbital energy**: -2.22 eV
**Net charge**: +1
**Highest occupied orbital energy**: -10.2 eV

***

Computed, not measured: a structure of composition C28H62BrF3NNbO10P3S2 in a non-equilibrium geometry, with wB97M-V/def2-TZVPD.

```
111
C28H62BrF3NNbO10P3S2, DFT wB97M-V/def2-TZVPD
C -5.42 1.59 0.84
O -5.85 1.47 -0.50
C -6.97 0.64 -0.71
C -6.64 -0.60 -1.51
C -5.42 -1.36 -0.95
C -5.37 -2.80 -1.52
C -4.11 -3.12 -2.33
C -4.04 -2.50 -3.73
C -3.72 -1.00 -3.79
C -2.37 -0.56 -3.20
C -2.55 0.82 -2.51
C -1.40 1.80 -2.67
C -0.06 1.32 -2.05
C -0.23 1.16 -0.52
Nb 1.59 0.78 0.77
C 1.71 -1.45 0.38
C 0.53 -2.07 -0.40
C -0.70 -2.39 0.44
N -0.73 -3.79 0.93
C 1.82 2.93 1.48
C 0.58 3.81 1.49
O -0.55 3.26 2.11
C 0.90 5.12 2.26
F 0.93 4.84 3.57
F -0.05 6.04 2.11
F 2.09 5.63 1.99
P 0.30 0.24 2.93
C 0.80 -1.35 3.70
O 0.76 1.38 4.08
P 3.74 0.39 2.19
O 4.58 1.81 2.43
O 4.72 -0.79 1.50
P 3.24 1.36 -1.14
O 4.86 1.30 -0.62
Br 3.19 -0.20 -2.76
H -6.03 1.05 1.55
H -5.40 2.65 1.12
H -4.39 1.23 0.94
H -7.51 0.36 0.19
H -7.68 1.22 -1.32
H -7.50 -1.27 -1.43
H -6.48 -0.38 -2.57
H -4.52 -0.82 -1.20
H -5.56 -1.37 0.13
H -6.28 -2.98 -2.09
H -5.38 -3.49 -0.68
H -4.09 -4.20 -2.47
H -3.24 -2.85 -1.74
H -3.31 -3.05 -4.31
H -5.00 -2.66 -4.23
H -4.52 -0.46 -3.30
H -3.75 -0.73 -4.85
H -2.00 -1.25 -2.44
H -1.59 -0.51 -3.95
H -3.43 1.27 -2.97
H -2.82 0.71 -1.47
H -1.66 2.75 -2.21
H -1.20 1.98 -3.73
H 0.64 2.11 -2.31
H 0.18 0.38 -2.55
H -0.79 2.06 -0.22
H -0.95 0.35 -0.39
H 1.87 -2.07 1.26
H 2.61 -1.62 -0.22
H 0.87 -3.03 -0.79
H 0.20 -1.49 -1.27
H -0.85 -1.70 1.28
H -1.57 -2.26 -0.20
H -0.45 -3.82 1.91
H -1.71 -4.06 0.97
H 2.25 2.96 2.49
H 2.57 3.42 0.86
H 0.37 4.15 0.47
H -1.31 3.42 1.55
H 1.87 -1.53 3.60
H 0.32 -2.14 3.13
H 0.47 -1.46 4.73
H 1.73 1.34 4.14
H 4.51 2.41 1.67
H 5.60 -0.39 1.39
H 5.34 0.60 -1.08
C 5.89 4.51 6.97
C 6.04 4.16 5.48
C 6.44 2.68 5.40
S 5.75 1.89 6.85
O 6.84 1.44 7.69
O 4.68 1.02 6.47
C 5.07 3.38 7.58
H 5.41 5.47 7.11
H 6.88 4.55 7.44
H 5.09 4.31 4.97
H 6.78 4.79 4.99
H 6.03 2.20 4.51
H 7.52 2.55 5.43
H 5.14 3.32 8.66
H 4.02 3.44 7.27
C 0.72 -3.76 -6.52
C 1.97 -3.54 -5.66
C 1.50 -3.27 -4.23
S -0.07 -4.12 -4.05
O -1.11 -3.13 -3.85
O 0.08 -5.24 -3.16
C -0.16 -4.72 -5.73
H 0.97 -4.16 -7.50
H 0.20 -2.81 -6.67
H 2.59 -4.44 -5.68
H 2.58 -2.71 -6.03
H 2.20 -3.65 -3.49
H 1.32 -2.21 -4.06
H -1.20 -4.72 -6.06
H 0.24 -5.73 -5.74
```

Output
**Kohn-Sham gap**: 5.4 eV
**Calculated total energy**: -181287.7831 eV
**Lowest unoccupied orbital energy**: 1.89 eV
**Net charge**: -1
**Highest occupied orbital energy**: -3.5 eV